18
Properties=species:S:1:pos:R:3:forces:R:3:nbo_charge:R:1 method="wB97M-V/def2-TZVPD" e_homo_ha=-0.2464 de_lowest_kcal_mol=109.34 gap_ev=7.5
O -0.829 0.191 -1.423 0.1775 0.0668 -0.0231 -0.6428
C 1.960 -0.365 -0.931 0.0834 0.0366 -0.0455 -0.6417
C 0.867 -0.724 0.045 -0.1018 -0.1926 -0.1467 -0.6661
C -1.630 -0.985 0.456 0.0187 0.0614 0.0588 -0.6755
C -0.487 -0.358 -0.268 0.0486 -0.3130 0.0691 0.6224
C -0.507 1.603 0.989 -0.1027 0.2417 0.0819 -1.0751
H -0.026 0.424 -1.915 -0.1061 -0.0351 0.0421 0.4978
H -0.516 1.553 2.088 0.0324 -0.0477 -0.1133 0.1954
H -1.790 -1.970 -0.001 0.0227 0.1163 0.0513 0.2362
H 2.022 0.723 -1.095 -0.0302 -0.1316 0.0337 0.2044
H 2.932 -0.666 -0.530 -0.1367 0.0634 -0.0486 0.2371
H -1.389 -1.118 1.511 -0.0149 0.0322 -0.1606 0.2431
H -1.517 1.876 0.661 0.1381 -0.0516 0.0287 0.2001
H -2.535 -0.386 0.351 0.1306 -0.0753 0.0073 0.2416
H 1.865 -0.850 -1.917 0.0041 0.0911 0.1435 0.1942
H 0.962 -1.649 0.611 -0.0442 0.1273 -0.0563 0.2321
H 0.444 0.355 0.726 -0.0763 0.1258 0.0771 0.3998
H 0.166 2.421 0.689 -0.0430 -0.1156 0.0006 0.1970



18
Properties=species:S:1:pos:R:3:forces:R:3:nbo_charge:R:1 method="wB97M-V/def2-TZVPD" e_homo_ha=-0.2570 de_lowest_kcal_mol=93.31 gap_ev=7.8
O 0.500 0.161 -0.718 0.0457 -0.0924 0.1215 -0.5486
C -1.460 -1.250 -0.565 -0.0538 -0.0438 -0.0458 -0.6469
C -0.788 -0.001 -0.039 -0.2231 -0.0610 -0.0038 0.1072
C 1.487 0.944 0.363 0.3318 -0.1097 -0.1452 -0.3070
C 2.194 -0.238 0.989 0.0910 -0.0783 0.1933 -0.7108
C -1.539 1.291 -0.276 -0.0077 0.0165 -0.0303 -0.6390
H -0.553 -0.104 1.025 -0.0356 -0.0097 -0.1492 0.2068
H 2.898 0.174 1.720 0.0035 -0.0632 -0.0725 0.2376
H 1.507 -0.878 1.566 0.1122 0.1592 -0.0616 0.1867
H -2.402 -1.404 -0.031 0.1053 0.0117 -0.1072 0.2311
H -1.484 1.557 -1.336 -0.0983 -0.0504 0.0913 0.2145
H 0.869 -0.716 -0.939 -0.0903 0.2207 0.1316 0.4944
H -1.671 -1.172 -1.636 -0.0090 -0.0185 0.1052 0.2154
H -2.591 1.183 0.008 0.1445 0.0204 0.0268 0.2117
H 2.779 -0.911 0.324 -0.1066 0.1646 0.0191 0.1564
H -0.833 -2.133 -0.385 -0.1021 0.1014 -0.0516 0.2092
H 2.154 1.411 -0.377 -0.0106 -0.0719 0.0923 0.1279
H -1.068 2.085 0.307 -0.0967 -0.0956 -0.1139 0.2534



What did the second record say?
18
Properties=species:S:1:pos:R:3:forces:R:3:nbo_charge:R:1 method="wB97M-V/def2-TZVPD" e_homo_ha=-0.2570 de_lowest_kcal_mol=93.31 gap_ev=7.8
O 0.500 0.161 -0.718 0.0457 -0.0924 0.1215 -0.5486
C -1.460 -1.250 -0.565 -0.0538 -0.0438 -0.0458 -0.6469
C -0.788 -0.001 -0.039 -0.2231 -0.0610 -0.0038 0.1072
C 1.487 0.944 0.363 0.3318 -0.1097 -0.1452 -0.3070
C 2.194 -0.238 0.989 0.0910 -0.0783 0.1933 -0.7108
C -1.539 1.291 -0.276 -0.0077 0.0165 -0.0303 -0.6390
H -0.553 -0.104 1.025 -0.0356 -0.0097 -0.1492 0.2068
H 2.898 0.174 1.720 0.0035 -0.0632 -0.0725 0.2376
H 1.507 -0.878 1.566 0.1122 0.1592 -0.0616 0.1867
H -2.402 -1.404 -0.031 0.1053 0.0117 -0.1072 0.2311
H -1.484 1.557 -1.336 -0.0983 -0.0504 0.0913 0.2145
H 0.869 -0.716 -0.939 -0.0903 0.2207 0.1316 0.4944
H -1.671 -1.172 -1.636 -0.0090 -0.0185 0.1052 0.2154
H -2.591 1.183 0.008 0.1445 0.0204 0.0268 0.2117
H 2.779 -0.911 0.324 -0.1066 0.1646 0.0191 0.1564
H -0.833 -2.133 -0.385 -0.1021 0.1014 -0.0516 0.2092
H 2.154 1.411 -0.377 -0.0106 -0.0719 0.0923 0.1279
H -1.068 2.085 0.307 -0.0967 -0.0956 -0.1139 0.2534